20
Properties=species:S:1:pos:R:3:forces:R:3 method="wB97M-V/def2-TZVPD" max_force_ev_per_a=3.3 relative_energy_kcal_mol=63.1
O 0.59456 -1.36011 0.95479 -1.1 0.9 -0.1
N -2.21146 0.54685 1.71695 0.6 0.1 0.3
N 1.77929 -1.58987 -0.89156 -0.1 0.0 -0.9
N -1.79836 0.12646 0.64107 -0.6 0.8 0.1
C 1.04113 1.59792 0.84634 -0.4 -0.1 0.1
C 1.27310 1.19643 -1.59767 0.7 -0.2 -0.1
C -2.41917 -1.00758 0.01209 0.3 -0.9 0.5
C 1.18691 0.73598 -0.35729 -1.7 -1.6 0.3
C 0.99491 -0.82929 -0.06304 3.2 0.7 0.3
H 1.75344 1.30757 1.61745 0.0 0.1 0.1
H 1.37918 0.56220 -2.46507 -0.3 -0.2 -0.1
H -2.95752 -0.02732 2.16710 -0.2 -0.2 -0.5
H 2.06008 -2.50865 -0.58920 -0.4 0.0 0.1
H -3.26360 -1.39736 0.59626 -0.2 0.1 -0.2
H 1.38763 2.24963 -1.80822 0.0 0.2 0.2
H -2.67641 -0.75116 -1.01316 -0.1 0.0 0.0
H -1.64643 -1.78238 0.00144 -0.1 0.0 -0.2
H 0.03236 1.45847 1.24334 0.2 -0.1 0.1
H 2.35961 -1.17921 -1.60155 -0.1 0.2 0.1
H 1.13076 2.65142 0.58991 0.3 0.0 0.0

---

13
Properties=species:S:1:pos:R:3:forces:R:3 method="wB97M-V/def2-TZVPD" max_force_ev_per_a=1.2 relative_energy_kcal_mol=29.1
I 4.10369 -0.39220 0.09593 1.0 -0.5 0.5
S 1.05270 0.93740 -0.75044 -0.5 -0.5 -0.2
S 0.01155 1.25214 1.01579 0.0 0.0 0.1
O 2.42071 1.46306 -0.58445 0.1 1.1 -0.1
N 2.64190 -1.64922 0.01031 -0.7 -0.4 -0.5
C -1.93978 0.19598 -0.67842 -0.1 0.0 0.1
C -1.31288 0.02461 0.69269 0.4 0.2 0.0
H 2.24481 -1.77190 0.94501 0.2 0.3 0.2
H -2.82105 -0.43460 -0.75031 -0.1 -0.1 -0.1
H -1.24475 -0.09107 -1.46183 -0.1 0.0 -0.1
H -0.87756 -0.96519 0.81819 -0.1 -0.1 0.0
H -2.03854 0.20003 1.48418 0.0 0.0 0.1
H -2.24080 1.23098 -0.83666 0.0 0.0 0.0

---

66
Properties=species:S:1:pos:R:3:forces:R:3 method="wB97M-V/def2-TZVPD" charge=-1 multiplicity=2 max_force_ev_per_a=1.0 relative_energy_kcal_mol=12.1
Ru -0.32264 0.53195 -0.72586 -0.2 1.0 0.1
S -2.26645 1.91002 -0.69716 0.1 -0.2 -0.2
S -1.81166 -1.11794 -0.56445 -0.1 -0.3 0.0
S 0.32803 -3.70545 -0.51186 0.0 0.0 0.0
P 2.71259 -0.25823 -1.82385 0.1 0.1 0.1
P 0.74679 0.15389 -3.81133 0.0 -0.2 0.1
O 0.62899 1.27237 -4.95853 0.0 0.0 0.0
O -0.36560 0.45073 -2.83071 -0.1 0.3 0.0
O 4.02065 0.25581 -1.38617 0.0 0.0 0.0
O 0.33397 -3.03360 -1.83409 0.0 -0.2 0.0
O 1.61257 -0.16114 -0.75086 0.0 -0.3 0.1
O 2.14445 0.58359 -3.08123 0.0 -0.1 -0.2
O 0.91818 -1.19108 -4.39060 0.0 0.0 0.0
O 2.81938 -1.74306 -2.36166 0.0 0.0 -0.1
N -0.31804 0.52269 1.40298 0.1 -0.2 0.0
N 0.68717 2.66380 -0.41591 0.1 -0.1 0.1
C -1.62279 3.51748 -0.55894 0.0 0.0 0.0
C -3.23698 -0.17456 3.65851 0.0 0.0 0.0
C -2.05700 5.90385 -0.41253 0.0 0.0 0.0
C -2.34099 -0.80739 1.08476 0.1 0.0 0.0
C 1.15101 2.43977 0.97587 0.0 0.0 0.0
C -2.05536 0.37267 3.17781 0.0 0.0 -0.1
C -0.69603 6.15537 -0.26984 0.0 0.0 0.0
C 2.84048 -3.36466 0.55733 0.0 0.0 0.0
C 0.18895 5.09139 -0.28110 0.0 0.0 0.0
C -3.95776 -1.05461 2.86317 0.0 0.0 0.0
C 1.87070 2.95625 -1.24911 0.0 0.0 0.0
C 2.00499 -4.35165 -0.24383 0.0 0.0 0.0
C 0.04282 1.88687 1.84863 0.0 0.0 0.0
C -2.50838 4.60854 -0.55004 0.0 0.0 0.0
C -3.51291 -1.36913 1.58911 0.0 0.0 0.0
C -0.49983 -5.29630 -0.77695 0.0 0.0 0.0
C -0.25884 3.78165 -0.43849 0.0 -0.1 0.0
C -0.80562 -6.02114 0.52351 0.0 0.0 0.0
C -1.61381 0.06087 1.90257 0.0 0.0 0.0
C 0.68380 -0.46099 1.90219 0.0 0.0 0.0
H -4.08820 -2.03197 0.95438 0.0 0.0 0.0
H 2.39873 -4.49990 -1.25170 0.0 0.0 0.0
H 1.24455 5.29429 -0.16213 0.0 0.0 0.0
H -4.88102 -1.48593 3.23029 0.0 0.0 0.0
H -0.84981 2.50841 1.77069 0.0 0.0 0.0
H 0.37330 1.87968 2.89328 0.0 0.0 0.0
H 0.07254 1.98681 -4.62950 0.0 0.0 0.0
H -2.76538 6.72364 -0.41436 0.0 0.0 0.0
H 2.38536 3.85823 -0.90661 0.0 0.0 0.0
H 1.66896 -0.22365 1.51498 0.0 0.0 0.0
H 1.52385 3.37780 1.40563 0.0 0.0 0.0
H 0.67929 -0.46146 2.99695 0.0 0.0 0.0
H 2.46175 -3.27521 1.57779 0.0 0.0 0.0
H 2.57763 2.13691 -1.18246 0.0 0.0 0.0
H -1.48259 1.04802 3.80087 0.0 0.0 0.0
H 1.98561 1.73934 0.92101 0.0 0.0 0.0
H 3.87894 -3.69461 0.60634 0.0 0.0 0.0
H 2.82562 -2.38049 0.09400 0.0 0.0 0.0
H 0.11258 -5.88379 -1.46445 0.0 0.0 0.0
H 0.40738 -1.44645 1.53158 0.0 0.0 0.0
H 1.56109 3.08745 -2.28274 0.0 0.0 0.0
H 0.10159 -6.26961 1.07674 0.0 0.0 0.0
H -3.58857 0.08543 4.64866 0.0 0.0 0.0
H -1.43274 -5.40623 1.17053 0.0 0.0 0.0
H 1.93034 -5.31557 0.26414 0.0 0.0 0.0
H -1.33521 -6.95394 0.32578 0.0 0.0 0.0
H 2.05684 -1.96582 -2.94230 0.0 0.0 0.0
H -1.41321 -5.00951 -1.29945 0.0 0.0 0.0
H -3.56665 4.40317 -0.65539 0.0 0.0 0.0
H -0.32739 7.16630 -0.15389 0.0 0.0 0.0

---

106
Properties=species:S:1:pos:R:3:forces:R:3 method="wB97M-V/def2-TZVPD" charge=+2 multiplicity=6 max_force_ev_per_a=5.0 energy_ha=-4395.836643
Fe -0.75933 1.15282 -0.16606 0.7 -1.3 -0.9
P 0.21207 0.69932 2.03594 -0.3 -1.1 1.6
P 2.54027 0.98582 -0.01296 0.7 -1.6 -2.4
Si -1.50163 -2.22598 -1.26826 -1.5 -3.1 -1.3
O -1.01063 -0.80728 -0.81396 1.6 4.6 1.2
O -3.65433 0.68682 -0.48956 1.2 1.9 -0.2
O -0.19083 3.42882 -0.30066 -0.3 -0.9 0.2
C -2.19863 2.01542 2.35594 0.2 0.0 0.1
C 4.34357 0.89602 -0.36546 -0.2 0.6 0.6
C -2.75933 1.38372 -0.54686 -2.5 -2.0 -0.1
C -4.35343 1.06582 2.80754 0.1 0.0 -0.1
C 1.46367 -3.73168 -3.85466 0.1 0.2 -0.2
C -3.55063 2.17662 2.59994 0.0 0.1 0.0
C 2.36507 2.36532 5.10814 0.1 0.1 0.1
C -0.38033 -3.33798 -2.36946 -0.5 1.3 1.1
C 1.91747 1.61712 -1.62266 -0.2 0.3 0.8
C -0.98203 -4.79628 1.97144 0.2 0.0 0.1
C 6.09807 0.52552 -1.96136 0.0 -0.1 -0.1
C 0.21327 -5.58638 -2.99016 -0.2 0.0 -0.1
C -0.47123 5.73032 -0.84936 0.0 -0.2 0.1
C 1.02907 2.77432 -4.00606 0.0 0.0 0.1
C 1.69717 1.87792 6.21904 0.1 0.1 -0.1
C 0.91647 1.00262 -2.38036 0.1 -0.3 0.1
C -2.43803 -0.37548 2.54914 0.3 -0.1 -0.1
C 2.17907 -0.84198 0.03134 -0.3 0.1 0.5
C 0.80957 1.23142 3.67884 0.1 0.4 -0.5
C -3.01333 -3.19288 0.97444 0.0 -0.2 0.2
C 0.05997 5.61232 0.58004 0.0 -0.3 -0.1
C 0.14317 0.73362 4.79734 0.0 0.0 -0.1
C -3.79123 -0.20088 2.79104 0.1 -0.1 0.0
C -0.61083 -4.70688 -2.31016 0.2 -0.2 -0.1
C 6.62017 0.69532 0.37094 0.0 0.0 0.1
C 5.27987 0.89332 0.66024 0.0 0.0 0.2
C 1.92407 2.04412 3.83444 0.0 -0.1 -0.1
C 1.25007 -5.09608 -3.76536 0.1 -0.1 -0.1
C -3.28763 -0.96758 -3.12586 -0.6 0.0 -0.1
C 0.69547 -1.08898 2.07154 -0.1 0.2 -0.3
C 0.49097 1.57512 -3.57256 -0.1 0.0 0.0
C -0.97763 4.31492 -1.12086 -0.5 0.3 -0.5
C -4.48583 -0.81918 -3.80666 0.2 0.2 -0.1
C -4.05753 -3.06318 -2.23596 -0.5 0.1 -0.2
C -0.77793 -4.04778 0.82434 -0.1 -0.1 0.2
C 0.65847 4.21052 0.55494 0.4 0.2 0.5
C -5.45653 -1.80068 -3.71616 -0.2 0.0 -0.1
C 0.64157 -2.84968 -3.16876 0.2 -0.4 0.0
C 4.75807 0.70662 -1.68236 -0.2 0.1 -0.3
C 0.59097 1.05752 6.06244 -0.1 -0.1 0.0
C -1.62013 0.73412 2.33214 0.2 0.3 -0.4
C 2.43547 2.83932 -2.05936 0.1 0.1 0.2
C 2.08917 -1.32748 1.48304 0.0 0.0 0.1
C -2.20673 -4.74558 2.61594 0.0 0.0 0.2
C -5.24603 -2.92078 -2.93336 0.0 -0.2 0.0
C -3.21953 -3.94098 2.12224 -0.1 0.1 0.1
C 1.99437 3.41112 -3.23886 0.1 0.0 0.0
C 7.03227 0.52052 -0.93926 0.0 0.0 0.1
C -1.79873 -3.25848 0.30724 0.1 0.7 -1.0
C -3.09273 -2.07698 -2.32306 1.4 0.0 1.3
H -0.03753 -1.63918 1.47494 0.0 0.0 0.1
H 1.23597 -1.05668 -0.46966 -0.1 0.1 -0.1
H -0.25543 1.07122 -4.16856 0.0 -0.1 0.0
H -2.02933 4.19932 -0.83746 0.1 0.0 0.0
H 0.52487 0.03402 -2.10186 -0.1 0.0 0.0
H -0.75773 5.67692 1.30034 0.0 0.0 0.0
H 2.29247 -2.40078 1.51974 0.0 0.1 0.0
H 7.34587 0.68612 1.16774 0.1 0.0 0.1
H 4.97077 1.04582 1.68404 0.0 0.0 0.1
H 2.03667 2.13672 7.20914 0.1 0.0 0.1
H -6.00303 -3.68548 -2.86186 -0.1 -0.1 0.0
H 0.69177 3.72862 1.53644 0.1 0.0 -0.1
H 2.98387 -1.36048 -0.49566 0.0 0.3 -0.1
H -1.42923 -5.10118 -1.72716 -0.1 0.0 0.2
H -2.02273 -1.37268 2.54654 0.0 -0.1 0.0
H -6.37813 -1.69588 -4.26766 -0.1 0.0 0.0
H -0.18543 -5.41868 2.35414 0.0 -0.1 0.1
H 0.07517 0.66632 6.92504 0.0 0.0 0.1
H 2.40157 4.35252 -3.57436 0.1 0.1 0.0
H -4.65943 0.06972 -4.39496 -0.1 0.0 -0.2
H -3.90463 -3.93328 -1.61776 0.0 -0.1 0.1
H -0.71753 0.09112 4.67434 -0.1 0.0 0.1
H 0.65407 -1.44478 3.10634 -0.1 0.2 -0.1
H -3.97993 3.16442 2.64204 0.0 0.2 0.0
H 0.33357 5.98932 -1.53786 0.0 0.0 0.0
H -3.80153 -2.55618 0.60054 -0.2 0.0 -0.1
H 6.40887 0.38812 -2.98476 0.0 0.0 -0.1
H -4.17223 -3.89278 2.62774 -0.1 -0.1 0.1
H 3.20827 3.32652 -1.47776 0.0 0.1 0.0
H -2.52143 -0.20978 -3.20996 0.1 0.2 0.0
H -5.41213 1.18402 2.97484 -0.1 0.0 0.1
H 0.18197 -4.09168 0.32894 0.1 -0.1 -0.2
H -4.40873 -1.06278 2.98834 -0.1 -0.1 0.0
H 0.81187 -1.78888 -3.27136 0.1 0.2 0.0
H -2.36803 -5.32218 3.51314 0.0 -0.1 0.1
H 0.80117 6.36922 0.82624 0.0 0.0 0.0
H 4.03887 0.69542 -2.48716 0.0 0.0 -0.1
H 3.22947 2.99702 5.23584 0.1 0.1 0.0
H 2.44677 2.41622 2.96244 0.1 0.1 0.0
H 2.86227 -0.84058 2.08704 0.0 -0.1 0.1
H 1.66737 4.23542 0.12204 -0.1 -0.1 0.1
H 0.03837 -6.64918 -2.91436 0.0 -0.1 -0.1
H -1.56923 2.88862 2.22584 0.0 0.1 0.0
H 0.69837 3.21712 -4.93296 0.0 0.0 -0.1
H -1.25923 6.47122 -0.94496 0.0 0.0 -0.1
H 8.07707 0.38082 -1.16606 0.1 0.0 0.0
H 2.26977 -3.34448 -4.46016 0.1 0.0 -0.1
H -0.85273 4.00752 -2.16046 0.0 0.0 0.0
H 1.88167 -5.77868 -4.31246 0.1 -0.1 0.0

---

76
Properties=species:S:1:pos:R:3:forces:R:3 method="wB97M-V/def2-TZVPD" charge=+2 max_force_ev_per_a=0.5 relative_energy_kcal_mol=9.1
Ti -0.72569 -0.34699 -0.04047 -0.1 -0.5 0.1
S -0.65393 -0.38883 2.51838 -0.1 0.0 0.0
O -2.34347 0.72227 0.13182 -0.1 0.2 0.1
O -4.56919 1.55280 -2.27275 0.1 0.1 -0.1
N 0.55913 -0.13784 -1.65656 0.2 -0.1 -0.1
N 0.48174 1.20593 0.41203 0.2 0.2 0.1
N -3.58539 -3.55257 -1.01640 0.0 0.0 0.0
N -3.09010 3.39279 -0.85165 0.1 0.1 0.0
N -5.26813 -2.35438 -2.17101 0.0 0.1 0.1
N -3.19862 -1.45805 -1.58726 0.0 0.0 -0.1
N -0.42456 1.94034 3.76466 0.0 0.0 0.0
N -4.02265 -2.44929 -1.58110 -0.1 0.0 0.0
N 0.26588 1.90459 1.57839 0.0 0.0 0.0
N -2.11612 -1.91020 -0.97211 -0.1 0.1 0.1
N 0.49923 -2.13249 0.27255 0.1 0.0 0.0
C 2.54521 0.05603 -3.60634 0.0 0.0 0.0
C 2.33727 2.78131 -0.07599 0.1 -0.1 0.1
C 2.58414 0.86979 -2.51093 -0.1 0.1 0.0
C 3.70791 -5.68835 -0.07040 0.0 0.0 0.0
C -4.35979 1.85303 0.61777 0.1 0.2 0.0
C -5.35498 -0.48004 1.74106 0.0 0.0 0.0
C -3.54952 0.68626 0.61623 -0.1 0.0 -0.2
C -2.68516 1.10729 -3.73674 0.0 0.0 0.0
C 3.90642 -6.11896 1.23567 0.0 0.0 0.0
C -2.49418 2.58731 -1.86739 0.2 0.2 0.0
C 2.14584 -4.06239 0.73358 0.0 0.0 0.0
C 3.22770 -5.52289 2.29149 0.0 0.0 0.0
C -1.36229 1.35632 -4.06182 0.0 0.1 0.0
C -6.13898 0.68388 1.77859 0.0 0.0 0.0
C -0.25112 1.24956 2.63494 0.0 0.0 0.0
C 2.82727 -4.65467 -0.33111 0.0 0.0 0.0
C 1.48565 1.58935 -0.37146 -0.2 0.1 -0.1
C 1.55725 0.79442 -1.54492 0.2 -0.2 0.1
C -3.27313 1.72845 -2.63817 -0.1 -0.2 0.0
C 1.47937 -0.85498 -3.74778 0.0 0.0 0.0
C -4.09555 -0.48013 1.18728 0.0 0.0 0.1
C 0.53720 -0.92487 -2.76462 0.0 0.0 0.1
C -1.16845 2.83893 -2.19915 0.0 0.0 0.0
C -5.51089 1.31719 -3.32674 0.1 0.0 0.0
C 2.34078 -4.49043 2.04833 0.0 0.0 0.0
C -3.95305 3.10362 0.08466 -0.1 -0.2 0.1
C 1.23309 -2.99396 0.47616 0.0 0.0 0.0
C -5.62635 1.83551 1.24678 0.0 0.0 0.1
C -2.37133 -3.18446 -0.64044 0.1 -0.1 0.0
C -0.59526 2.22512 -3.29544 -0.1 0.1 -0.1
H 1.73727 3.69245 0.01523 0.0 0.0 0.0
H -0.92943 0.87402 -4.92856 0.0 0.0 0.0
H -5.70983 -1.50665 -1.82184 0.0 -0.1 0.0
H -0.06998 2.87430 3.89132 0.0 0.0 0.0
H -0.59709 3.53521 -1.59573 0.0 0.0 0.0
H 1.80530 -4.01567 2.85944 0.0 0.0 0.0
H -6.20195 2.75317 1.28334 0.0 0.0 0.0
H -6.49320 1.44455 -2.88360 0.0 0.0 0.0
H -5.42040 0.30990 -3.73321 0.0 -0.1 0.0
H 4.24266 -6.15786 -0.88414 0.0 0.0 0.0
H -7.11595 0.67489 2.23903 0.0 0.0 0.0
H 0.43400 2.43067 -3.55961 -0.1 0.0 0.0
H 2.91137 2.65679 0.84617 0.0 0.0 0.0
H 1.41408 -1.51198 -4.60325 0.0 0.0 0.0
H -0.75437 1.44929 4.57854 0.0 0.0 0.0
H 0.67537 2.82340 1.67714 0.0 0.0 0.0
H -3.27019 0.43184 -4.34494 0.0 0.0 0.0
H -5.79660 -3.17236 -1.88476 0.0 0.0 0.0
H 3.32800 0.10128 -4.35098 0.0 0.0 0.0
H 3.04753 2.96463 -0.87575 0.0 0.0 0.0
H -5.37219 2.03986 -4.13202 0.0 0.0 0.0
H -0.27375 -1.63906 -2.81841 0.0 0.0 0.0
H -3.48651 -1.37565 1.21899 0.0 0.0 0.0
H -4.41992 3.98388 0.51850 0.0 0.0 0.0
H 3.39869 1.56608 -2.37628 0.0 0.0 0.0
H 4.59818 -6.92679 1.43285 0.0 0.0 0.0
H -1.68001 -3.83220 -0.13131 0.0 0.0 0.0
H -5.73661 -1.39355 2.17988 0.0 0.0 0.0
H -2.92625 4.38232 -0.98979 0.0 0.0 0.0
H 2.66728 -4.30353 -1.34176 0.0 0.0 0.0
H 3.39092 -5.86451 3.30399 0.0 0.0 0.0